Record 1
A molecular structure, C12H12F3NO6V in a non-equilibrium geometry, computed with ωB97M-V/def2-TZVPD.

Summary:
DFT total energy = -60234.3154 eV
Orbital gap = 2.3 eV
Charge = +1
Lowest unoccupied orbital energy = -10.4 eV

Cartesian coordinates (Å):
N1 2.14677 -1.83713 2.17736
C1 2.61359 -1.88717 0.76195
O1 3.69594 -2.36719 0.40188
C2 1.67121 -1.22724 -0.36860
C3 2.43821 -0.04534 -1.19682
C4 1.62461 1.28487 -0.90390
C5 2.08014 2.33368 -0.04587
C6 1.04595 3.55694 0.12498
O2 1.38765 4.74796 0.13750
C7 -0.49856 3.09956 0.22813
O3 -1.39983 3.70354 1.17544
C8 -0.95554 2.04403 -0.61715
C9 -2.42666 1.44796 -0.61083
C10 -2.27695 -0.16357 -0.77559
C11 -3.62001 -0.94727 -0.37494
F1 -4.11159 -1.61696 -1.53769
F2 -4.66242 -0.10847 0.05502
F3 -3.37139 -1.96750 0.59353
C12 0.17283 1.43590 -1.59062
O4 -0.01890 1.13491 -2.78006
H1 1.12494 -2.02084 2.21743
H2 2.25035 -0.88324 2.55546
H3 0.78498 -0.74917 0.19457
H4 1.20344 -2.00814 -1.06140
H5 3.52886 -0.00991 -0.87271
H6 2.33314 -0.30850 -2.30169
H7 3.08473 2.28658 0.48107
H8 -1.26399 3.14013 1.97893
H9 -3.06095 1.79428 -1.48599
H10 -2.88293 1.62851 0.41208
H11 -2.02413 -0.47800 -1.83810
H12 -1.45955 -0.57802 -0.09624
O5 1.06324 -6.14691 0.87599
V1 0.29797 -4.80325 1.65293
O6 -0.51513 -3.48502 2.43398

natural (NBO) atomic charge list, values in e, 8 entries: -0.824 0.660 -0.436 -0.501 -0.439 -0.039 -0.235 0.490

***

Record 2
A molecular structure, C12H12FeN4S, computed with ωB97M-V/def2-TZVPD.

Summary:
DFT total energy = -63815.6009 eV
Orbital gap (spin up / spin down) = 7.8 / 7.6 eV
Charge = +1
Multiplicity = 2
Lowest unoccupied orbital energy (spin up / spin down) = -4.0 / -4.1 eV

Cartesian coordinates (Å):
Fe1 0.61463 0.59650 -0.19306
C1 0.94070 1.04380 1.87222
C2 0.86667 2.24760 1.10199
C3 1.90168 2.21664 0.15437
C4 2.61342 0.98381 0.32640
C5 2.03988 0.29301 1.41502
H1 0.26400 0.75510 2.66104
H2 0.14266 3.03660 1.22646
H3 2.10893 2.96151 -0.59631
H4 3.44517 0.64818 -0.27057
H5 2.33319 -0.68325 1.76686
N1 2.65775 -1.50999 -3.20094
C6 1.79027 -1.09250 -2.27508
S1 1.16834 0.54743 -2.39371
N2 1.41631 -1.92277 -1.33036
N3 0.47543 -1.29342 -0.57076
C7 -0.55840 -1.92245 -0.16428
C8 -1.61432 -1.05325 0.34342
C9 -2.83941 -1.49304 0.81162
C10 -3.80459 -0.55194 1.13305
C11 -3.51802 0.79485 0.97235
C12 -2.26387 1.16037 0.51782
N4 -1.32887 0.26042 0.20954
H6 2.93780 -0.90223 -3.94900
H7 2.94430 -2.47480 -3.21098
H8 -0.68440 -2.98367 -0.34183
H9 -3.02963 -2.55284 0.90768
H10 -4.77316 -0.86662 1.49685
H11 -4.24980 1.55735 1.19522
H12 -1.99668 2.19960 0.38496

natural (NBO) atomic charge list, values in e, 8 entries: 0.754 -0.236 -0.274 -0.228 -0.229 -0.240 0.257 0.256

***

Record 3
C12H12IN in the gas phase in a non-equilibrium geometry, computed with ωB97M-V/def2-TZVPD.

Summary:
Relative energy (zero: lowest compared OMol25 entry of this formula, charge and spin) = 2.602 eV
DFT total energy = -22224.6488 eV
Orbital gap (spin up / spin down) = 6.0 / 6.0 eV
Lowest unoccupied orbital energy (spin up / spin down) = -0.4 / -0.4 eV

Cartesian coordinates (Å):
C1 -2.73371 2.87002 1.61775
C2 -2.80332 3.07090 0.18952
C3 -1.89451 1.96199 2.19849
C4 -1.91186 2.31524 -0.53242
C5 -0.96217 1.18599 1.43154
C6 -1.00254 1.42367 0.05193
C7 -0.14694 0.16418 1.86572
C8 0.85613 -0.62052 2.02328
C9 1.09879 -1.98769 1.54296
C10 1.98544 -2.01716 0.39426
C11 1.40813 -1.26782 -0.89287
C12 0.87106 0.08367 -0.49241
N1 -0.38378 0.50018 -0.76978
I1 2.77065 0.30870 2.94041
H1 -3.29831 3.47412 2.34223
H2 -3.36137 3.85527 -0.39921
H3 -1.86731 1.94316 3.22117
H4 -1.91345 2.74298 -1.55954
H5 1.43924 -2.58769 2.33954
H6 0.10233 -2.42500 1.21727
H7 2.93228 -1.58011 0.48622
H8 2.33732 -3.07628 0.11887
H9 2.02529 -1.02360 -1.71364
H10 0.52829 -1.88965 -1.21732
H11 1.57337 0.62728 0.14833
H12 -0.88097 -0.33851 -1.18737

natural (NBO) atomic charge list, values in e, 8 entries: -0.170 -0.274 -0.221 -0.183 -0.088 -0.011 -0.062 -0.075

***

Record 4
A molecular structure, C12H12N2O10PS2 in a non-equilibrium geometry, computed with ωB97M-V/def2-TZVPD.

Summary:
DFT total energy = -67051.9376 eV
Orbital gap = 7.4 eV
Charge = -1
Lowest unoccupied orbital energy = 0.8 eV

Cartesian coordinates (Å):
N1 -1.17618 0.38786 -4.68431
P1 -1.45320 1.93271 -4.39423
O1 -3.04718 2.30195 -4.81767
O2 -0.51759 2.87511 -5.40663
S1 -1.04046 2.46552 -2.33520
O3 0.35526 2.96941 -2.31248
O4 -2.02575 3.54456 -2.00889
N2 -1.36880 1.19235 -1.29430
S2 -0.08529 0.09975 -1.23764
O5 -0.54460 -1.07240 -0.42649
O6 1.16042 0.65897 -0.65858
H1 -2.06944 0.01429 -5.00793
H2 -3.57772 2.12994 -4.02611
H3 -0.27333 2.32879 -6.16125
H4 0.23785 -0.39409 -2.49571
C1 -3.11738 -5.31241 1.36823
C2 -2.21147 -6.23169 1.69536
C3 -0.77132 -5.89719 1.77011
O7 0.05388 -6.74061 2.06774
C4 -0.37735 -4.50475 1.46969
C5 -1.28167 -3.58088 1.14142
C6 -2.72276 -3.91620 1.06689
O8 -3.55367 -3.08374 0.77217
H5 -4.17478 -5.53867 1.30795
H6 -2.48170 -7.25624 1.91942
H7 0.67972 -4.27995 1.53022
H8 -1.00483 -2.55605 0.91715
C7 3.21457 2.85410 3.91234
C8 4.23592 3.38674 3.24483
C9 4.13133 3.69471 1.79996
O9 5.06732 4.17971 1.19367
C10 2.85038 3.39028 1.12750
C11 1.82769 2.85711 1.79503
C12 1.93121 2.54895 3.23825
O10 1.00235 2.06516 3.85262
H9 3.27233 2.62130 4.96842
H10 5.18105 3.61706 3.72093
H11 2.79093 3.62188 0.07162
H12 0.88429 2.62668 1.31594

natural (NBO) atomic charge list, values in e, 8 entries: -1.358 1.860 -0.960 -0.962 1.889 -0.923 -0.951 -1.074

***

Record 5
A gas-phase ion, C12H12NO (charge +1) in a non-equilibrium geometry, computed with ωB97M-V/def2-TZVPD.

Summary:
SMILES string = C1=CC2=[N+]=CO[C@@H]3CC[C@H]4[C@@H]3[C@@]24C=C1
Relative energy (zero: lowest compared OMol25 entry of this formula, charge and spin) = 3.318 eV
DFT total energy = -16167.0282 eV
Orbital gap = 7.6 eV
Charge = +1
Lowest unoccupied orbital energy = -5.4 eV

Cartesian coordinates (Å):
C1 1.03398 0.21235 -2.88943
C2 1.47419 -0.55049 -1.83207
C3 1.17233 -0.28864 -0.49103
N1 2.10445 -0.89464 0.34874
C4 2.02272 -0.56158 1.59635
O1 1.10025 0.04739 2.31015
C5 -0.33654 0.15443 2.11288
C6 -0.92304 -1.23990 1.78161
C7 -1.68778 -1.12836 0.45751
C8 -1.47687 0.28282 -0.00593
C9 -0.83613 1.11445 1.01331
C10 0.04550 0.71149 -0.27707
C11 -0.11929 1.64366 -1.38154
C12 0.32611 1.39795 -2.64390
H1 1.29283 -0.06562 -3.89866
H2 2.18263 -1.34911 -1.99634
H3 2.89676 -0.78159 2.20891
H4 -0.66208 0.50816 3.09509
H5 -1.58298 -1.55702 2.58609
H6 -0.11962 -1.97435 1.71472
H7 -1.36114 -1.85592 -0.28725
H8 -2.75771 -1.27545 0.61199
H9 -2.19169 0.68913 -0.70718
H10 -0.99237 2.15551 1.21211
H11 -0.72332 2.51950 -1.19301
H12 0.11883 2.08584 -3.44602

natural (NBO) atomic charge list, values in e, 8 entries: -0.026 -0.273 0.328 -0.505 0.519 -0.460 0.093 -0.444

***

Record 6
A molecular structure, C12H13Al2BBrCl2CsF3LiN2O12P2S in a non-equilibrium geometry, computed with ωB97M-V/def2-TZVPD.

Summary:
DFT total energy = -187461.4319 eV
Orbital gap = 3.3 eV
Charge = +2
Lowest unoccupied orbital energy = -9.0 eV

Cartesian coordinates (Å):
N1 0.82087 1.70716 3.78681
C1 0.63125 1.02813 2.86982
O1 0.60794 0.31469 1.78211
C2 0.36108 1.16023 0.63280
P1 -0.26189 0.18820 -0.89537
P2 -0.70707 -1.87296 -0.41591
O2 -0.04498 -2.40987 0.77260
O3 -2.39167 -2.08446 -0.40972
O4 -0.16797 -2.74476 -1.71210
O5 -0.69212 2.10678 1.13320
S1 -1.21577 3.18244 -0.01197
O6 -2.38814 2.67257 -0.68623
O7 -1.58555 4.33678 0.76065
C3 0.08913 3.64034 -1.12808
C4 1.45144 2.89469 -0.95929
C5 1.59264 2.01874 0.34166
C6 2.89656 1.24685 0.26591
C7 3.01106 -0.13783 0.09731
C8 4.24509 -0.82999 -0.02189
N2 5.38458 -0.17930 0.01525
C9 5.30994 1.16975 0.19673
C10 4.10344 1.93217 0.32010
H1 1.06520 0.03103 -2.06303
H2 -2.53880 -2.84492 0.19499
H3 -0.88300 -3.07965 -2.27364
H4 0.26588 4.71272 -1.07028
H5 -0.29354 3.41838 -2.12614
H6 2.23780 3.64364 -0.88472
H7 1.70449 2.25042 -1.79777
H8 1.71994 2.74157 1.15893
H9 2.11151 -0.74143 0.06109
H10 4.23138 -1.89762 -0.18944
H11 6.23656 1.72240 0.27128
H12 4.14165 3.00549 0.44221
F1 4.71375 2.21282 -1.39470
Cs1 -3.08779 -0.88827 -2.25011
Cl1 6.73011 0.77322 -1.65241
Li1 -2.34442 1.26812 1.20970
Al1 -1.59037 2.99282 3.81556
O8 5.71170 -3.59596 -0.96985
H13 5.92350 -4.48668 -0.59836
B1 -8.94283 -3.28418 0.81910
O9 -8.70442 -1.80069 0.64999
C11 -7.43589 -1.55994 0.76916
O10 -6.89548 -0.47787 0.68215
C12 -6.70254 -2.88125 1.03223
O11 -5.50007 -2.96597 1.18092
O12 -7.55779 -3.85082 1.05814
F2 -9.47488 -3.81412 -0.33503
F3 -9.74615 -3.51896 1.90797
Cl2 4.14149 -4.53852 -0.31056
Al2 7.29172 -1.80939 -1.14189
Br1 2.42141 -0.07673 -2.92986

Mulliken atomic charge list, values in e, 8 entries: -0.629 0.693 -0.282 -0.023 -0.344 1.112 -0.599 -0.526

***

Q: The lowest DFT total energy belongs to which entry?
A: C12H13Al2BBrCl2CsF3LiN2O12P2S